(1)
C19H19BF2N2O5 | ωB97M-V with the def2-TZVPD basis set

The calculation puts the HOMO energy at -8.67 eV. The calculation puts the frontier orbital gap at 5.75 eV. As for the multiplicity: 1.

Each line ends with the natural charge from an NBO analysis.
Element x y z (Å)
C 3.5302 -4.1026 -1.0582  -0.110
C 3.0867 -3.0700 -1.4242  0.112
N 2.5143 -1.8795 -1.7897  -0.156
N 2.0232 -1.8629 -3.0447  -0.142
C 1.4748 -0.7262 -3.3724  0.038
C 1.3444 0.3836 -2.5426  -0.127
C 1.8385 0.3409 -1.2745  0.043
C 1.6616 1.5011 -0.3625  -0.491
C 0.8088 1.2336 0.8962  0.104
C 1.0053 2.3890 1.8782  -0.617
O -0.5377 1.1988 0.5534  -0.505
C -0.9596 -0.0336 0.0098  -0.088
C -0.9793 -1.1748 0.9997  -0.070
C -0.9450 -0.9693 2.3604  -0.166
C -0.9424 -2.0373 3.2422  -0.214
C -0.9746 -3.3232 2.7368  -0.221
C -1.0137 -3.5402 1.3767  -0.208
C -1.0130 -2.4684 0.5082  -0.222
C 2.4809 -0.8682 -0.9126  0.329
C 3.1208 -1.0609 0.4136  -0.680
H 3.9249 -5.0293 -0.7248  0.261
H 1.0857 -0.6737 -4.3766  0.240
H 0.8260 1.2518 -2.9188  0.283
H 1.1118 2.2500 -0.9301  0.275
H 2.6124 1.9613 -0.1142  0.240
H 1.1299 0.3433 1.4312  0.170
H 2.0540 2.6733 1.9149  0.197
H 0.6926 2.1082 2.8755  0.220
H 0.4580 3.2606 1.5359  0.250
H -1.9858 0.1221 -0.3148  0.243
H -0.4103 -0.3402 -0.8801  0.152
H -0.9210 0.0373 2.7510  0.216
H -0.9106 -1.8887 4.3070  0.218
H -0.9658 -4.1745 3.4023  0.215
H -1.0394 -4.5392 0.9725  0.214
H -1.0289 -2.6248 -0.5606  0.204
H 3.2009 -0.1198 0.9309  0.253
H 2.4870 -1.7350 0.9886  0.275
H 4.1116 -1.4944 0.3241  0.257
B -4.8604 2.8065 -0.9259  1.256
O -3.7966 2.1317 -1.7491  -0.650
C -2.6763 2.7939 -1.6201  0.687
O -1.6310 2.4981 -2.1522  -0.648
C -2.8991 3.9830 -0.6837  0.675
O -2.0554 4.7770 -0.3569  -0.588
O -4.1548 3.9716 -0.2992  -0.648
F -5.3190 1.9367 0.0501  -0.541
F -5.8898 3.2380 -1.7380  -0.535

Forces on the atoms, in the same order (eV/Å):
C 0.4 -0.8 0.3
C -0.5 0.8 -0.3
N 0.0 -0.1 -0.2
N 0.1 0.2 0.5
C -0.2 -0.2 -0.8
C 0.0 0.1 -0.3
C 0.3 -0.4 0.0
C -0.3 0.1 -0.1
C 0.8 1.1 0.5
C 0.2 0.0 -0.4
O -0.3 -0.6 -0.1
C -1.0 -0.1 0.4
C 0.4 0.2 -0.5
C 0.0 0.3 0.6
C 0.0 -0.2 -0.3
C 0.0 -0.4 0.4
C 0.0 -0.1 -0.4
C 0.1 0.0 0.0
C 0.1 0.6 0.3
C -0.1 -0.2 -0.1
H 0.1 -0.1 0.0
H 0.0 -0.2 -0.2
H -0.1 0.2 0.0
H -0.1 0.2 0.0
H 0.3 -0.2 0.2
H -0.1 -0.5 -0.2
H 0.2 0.0 0.2
H -0.2 0.0 0.2
H -0.3 0.1 0.0
H -0.1 0.2 -0.2
H 0.1 0.1 0.0
H 0.0 0.1 0.0
H 0.0 0.2 0.2
H 0.0 0.0 0.1
H 0.0 -0.2 0.0
H -0.1 -0.1 -0.2
H 0.0 0.2 0.1
H 0.0 -0.1 0.2
H 0.1 -0.2 -0.1
B -0.7 -0.1 0.2
O 0.3 0.2 0.1
C 0.0 -0.6 -0.5
O 0.4 0.0 0.0
C -0.2 0.5 0.5
O 0.1 -0.1 -0.1
O 0.3 -0.1 -0.2
F 0.1 0.0 0.0
F 0.1 0.0 0.0


(2)
C25H41BN5O5 | ωB97M-V with the def2-TZVPD basis set

The calculation puts the HOMO energy at -11.54 eV. For the relative energy (zero: lowest compared OMol25 entry of this formula, charge and spin), the calculation gives 0.000 eV. The calculation puts the frontier orbital gap at 9.09 eV. Its total charge is +1. As for the multiplicity: 1.

Each line ends with the Löwdin charge.
Element x y z (Å)
C -2.9245 3.2464 0.3130  -0.072
C -1.9531 2.7374 -0.7705  -0.199
N -2.4192 1.6093 -1.5832  -0.087
C -2.6037 0.3806 -0.8152  -0.133
C -1.2812 -0.4130 -0.6813  -0.089
C -1.4046 -1.9147 -0.9952  -0.222
B -2.4083 -2.5521 0.1253  -0.626
O -3.0186 -3.7799 -0.1074  0.171
O -2.6740 -1.8461 1.2491  0.049
C -4.0384 -1.8502 1.7352  -0.006
C -2.1558 -2.1247 -2.3324  -0.138
N -1.6006 -3.1567 -3.1892  -0.011
C -1.0700 -4.3570 -2.5663  -0.147
C -0.1802 -4.0694 -1.3544  -0.058
N -0.0630 -2.6152 -0.9784  -0.103
C 1.0219 -1.9831 -1.8216  -0.027
C 0.6284 -1.3771 -3.1624  -0.217
O 1.1530 -1.7666 -4.1737  0.101
C 0.4688 -2.6049 0.4466  -0.144
O 1.7678 -3.0864 0.4459  -0.137
C 2.7106 -2.2025 1.0589  -0.040
C -3.4472 1.9382 -2.4918  -0.469
C -3.6341 0.9880 -3.6557  0.011
O -4.0965 2.9587 -2.3944  0.103
H -3.0572 4.3228 0.2089  0.078
H -3.9067 2.7902 0.2074  0.072
H -2.5332 3.0640 1.3149  0.069
H -1.0318 2.3981 -0.2858  0.102
H -1.6522 3.5381 -1.4429  0.123
H -3.4095 -0.1941 -1.2721  0.121
H -2.9441 0.6257 0.1943  0.125
H -0.9533 -0.3036 0.3533  0.115
H -0.5432 0.1127 -1.2878  0.112
H -2.6570 -4.5086 0.4045  0.125
H -4.2038 -2.7045 2.3897  0.100
H -4.7471 -1.9169 0.9097  0.101
H -4.1941 -0.9140 2.2618  0.101
H -3.2272 -2.2708 -2.1453  0.135
H -2.0767 -1.1810 -2.8776  0.094
H -2.2750 -3.4253 -3.8904  0.136
H -0.4847 -4.9084 -3.3035  0.129
H -1.8714 -5.0345 -2.2479  0.119
H 0.8264 -4.4411 -1.5253  0.139
H -0.5618 -4.6159 -0.4948  0.127
H 1.4514 -1.1719 -1.2267  0.125
H 1.7975 -2.7006 -2.0738  0.145
H -0.1036 -0.5630 -3.2117  0.121
H 0.4374 -1.5769 0.8044  0.142
H -0.1483 -3.2761 1.0455  0.155
H 3.5802 -2.7969 1.3350  0.103
H 2.3173 -1.7578 1.9732  0.099
H 3.0417 -1.4362 0.3533  0.088
H -2.6574 0.6412 -3.9966  0.075
H -4.2359 0.1212 -3.3803  0.081
H -4.1031 1.5405 -4.4647  0.092
N 2.2583 1.9336 -0.5398  0.039
C 3.3410 1.6899 -1.2811  -0.176
C 4.5473 2.3502 -1.1276  -0.068
C 4.6401 3.3299 -0.1502  -0.064
C 3.5283 3.5968 0.6307  -0.069
C 2.3689 2.8730 0.3995  -0.167
H 3.2218 0.9170 -2.0348  0.093
H 5.3908 2.1022 -1.7567  0.105
H 5.5644 3.8715 0.0012  0.111
H 3.5531 4.3459 1.4088  0.103
H 1.4832 3.0518 0.9981  0.095
N 2.4310 2.9817 3.8901  0.050
C 3.2445 1.9300 3.9555  -0.168
C 4.1050 1.6862 5.0141  -0.071
C 4.1258 2.5883 6.0662  -0.072
C 3.2877 3.6894 6.0132  -0.065
C 2.4627 3.8393 4.9084  -0.149
H 3.2044 1.2506 3.1090  0.092
H 4.7435 0.8135 5.0120  0.101
H 4.7844 2.4360 6.9110  0.109
H 3.2711 4.4199 6.8097  0.105
H 1.7919 4.6878 4.8330  0.105

Forces on the atoms, in the same order (eV/Å):
C 0.2 0.1 -0.2
C 0.2 -0.1 0.4
N -0.4 0.3 0.0
C 0.2 -0.1 -0.1
C 0.3 0.1 0.3
C -1.1 0.1 0.5
B 0.3 -0.6 0.4
O 0.4 0.3 -0.4
O -0.4 0.4 -0.7
C 0.1 -0.3 0.2
C 0.2 0.2 -0.5
N 0.5 0.1 0.3
C -0.4 -0.3 0.0
C -0.1 -0.5 -0.3
N 0.6 -0.4 -0.1
C 0.0 0.9 -0.3
C -0.2 -0.6 -1.1
O 0.1 0.2 0.6
C 0.7 0.0 0.1
O -0.3 0.0 0.2
C 0.6 -0.1 0.0
C -0.4 0.3 0.2
C 0.3 0.0 0.1
O 0.6 -0.3 -0.2
H -0.1 -0.1 0.0
H 0.0 0.0 0.1
H -0.1 -0.1 0.0
H 0.0 0.0 -0.1
H -0.2 0.0 -0.1
H 0.1 -0.1 0.0
H -0.1 0.0 -0.1
H 0.0 0.1 -0.1
H 0.0 -0.2 -0.1
H -0.4 -0.1 0.2
H 0.0 0.1 0.1
H 0.1 0.0 0.0
H 0.1 0.0 0.1
H 0.0 -0.1 0.2
H -0.2 -0.1 -0.1
H 0.1 0.1 -0.2
H 0.0 0.2 -0.1
H 0.1 0.0 0.1
H 0.0 0.2 0.1
H 0.0 0.2 0.1
H 0.0 0.0 0.0
H -0.1 -0.1 0.4
H 0.0 0.1 0.2
H -0.2 -0.1 0.0
H -0.3 0.2 -0.1
H -0.1 -0.1 -0.1
H -0.1 0.1 -0.1
H -0.1 0.1 0.1
H -0.1 -0.1 0.0
H -0.1 0.0 -0.1
H -0.2 -0.1 0.1
N 0.0 -0.1 0.0
C -0.1 -0.1 0.0
C 0.0 0.0 0.0
C 0.0 0.0 0.0
C 0.1 0.0 0.0
C -0.2 0.0 0.0
H 0.1 0.0 -0.1
H 0.0 0.0 0.0
H 0.0 0.0 0.0
H 0.0 0.0 0.0
H 0.0 0.0 0.1
N 0.0 0.0 0.0
C 0.0 0.0 0.0
C 0.0 0.0 0.0
C 0.0 0.0 0.0
C 0.0 0.0 0.0
C -0.1 0.0 0.0
H 0.0 0.0 0.0
H 0.0 0.0 0.0
H 0.0 0.0 0.0
H 0.0 0.0 0.0
H 0.0 0.0 0.0


(3)
CH4O3 | ωB97M-V with the def2-TZVPD basis set

The calculation puts the HOMO energy at -10.42 eV. For the relative energy (zero: lowest compared OMol25 entry of this formula, charge and spin), the calculation gives 6.171 eV. As for the SMILES: O=O.CO. The calculation puts the frontier orbital gap at 7.83 eV. As for the multiplicity: 1.

Each line ends with the natural charge from an NBO analysis.
Element x y z (Å)
O 3.1232 0.1787 -0.3635  -0.001
O 2.8038 -0.9000 0.1982  0.005
C -0.7342 0.3413 0.1325  -0.249
O -1.2888 -0.8904 -0.2745  -0.715
H 0.3222 0.1814 0.3109  0.182
H -1.1744 0.6941 1.0548  0.159
H -0.8317 1.1309 -0.6253  0.158
H -2.2200 -0.7360 -0.4331  0.461

Forces on the atoms, in the same order (eV/Å):
O -1.1 -3.6 1.9
O 1.1 3.6 -1.9
C 0.3 0.3 -0.2
O 0.0 -0.1 -0.1
H 0.2 -0.1 0.0
H -0.2 0.2 0.4
H 0.0 -0.2 0.0
H -0.2 -0.1 -0.1


(4)
C43H68F3IO15 | ωB97M-V with the def2-TZVPD basis set

The calculation puts the HOMO energy at -9.40 eV. For the relative energy (zero: lowest compared OMol25 entry of this formula, charge and spin), the calculation gives 0.000 eV. As for the SMILES: CCC1=CC(=O)c2cc(COC(F)(F)F)c(I)c(CCC(C)C)c2C1=O.CCOC(C)=O.CCOC(C)=O.CCOC(C)=O.CCOC(C)=O.CCOC(C)=O.CCOC(C)=O. The calculation puts the frontier orbital gap at 8.21 eV. As for the multiplicity: 1.

Each line ends with the Löwdin charge.
Element x y z (Å)
C -0.4917 -3.7137 6.2153  -0.084
C 0.1059 -4.0977 4.8593  -0.176
C -0.2590 -3.2228 3.6912  -0.118
C -0.8159 -3.7241 2.5826  0.080
C -1.1978 -2.8452 1.4585  -0.304
O -2.1016 -3.1237 0.6975  0.097
C -0.3885 -1.6032 1.3097  -0.073
C -0.2545 -1.0079 0.0748  0.045
C 0.5101 0.1382 -0.0897  -0.210
C 0.5773 0.6571 -1.5033  -0.135
O 0.1994 2.0402 -1.6071  0.003
C 0.7266 2.6982 -2.6462  -0.727
F 0.5038 2.0534 -3.8210  0.128
F 0.1520 3.9029 -2.7146  0.168
F 2.0571 2.8763 -2.5648  0.120
C 1.1569 0.6646 1.0326  -0.505
I 2.3260 2.3928 0.7942  1.126
C 1.0562 0.0795 2.3035  -0.178
C 1.8224 0.6353 3.4798  -0.180
C 3.3568 0.4039 3.3658  -0.194
C 3.9999 -0.6330 4.3236  -0.395
C 5.1647 -1.3054 3.5653  -0.075
C 3.0504 -1.7213 4.8031  -0.069
C 0.2370 -1.0512 2.4278  -0.016
C -0.0419 -1.7335 3.7382  -0.265
O -0.1446 -1.1255 4.7788  0.092
H -0.1350 -4.4270 6.9614  0.076
H -1.5800 -3.7735 6.2148  0.081
H -0.1842 -2.7281 6.5491  0.061
H 1.1940 -4.1486 4.9558  0.116
H -0.2419 -5.1031 4.6150  0.113
H -1.0327 -4.7810 2.4695  0.137
H -0.7527 -1.4547 -0.7766  0.132
H -0.1314 0.0803 -2.0961  0.130
H 1.5727 0.4827 -1.9222  0.140
H 1.6476 1.7146 3.4761  0.075
H 1.4203 0.2648 4.4117  0.076
H 3.5737 0.0731 2.3467  0.080
H 3.8514 1.3707 3.4655  0.095
H 4.4413 -0.0988 5.1678  0.126
H 5.9321 -1.6822 4.2400  0.074
H 4.7733 -2.1373 2.9739  0.082
H 5.6167 -0.6157 2.8493  0.073
H 2.2560 -1.3226 5.4332  0.073
H 2.6503 -2.3120 3.9764  0.086
H 3.6156 -2.4001 5.4490  0.077
C 0.9880 -0.6616 -6.3640  -0.051
C 1.9056 -0.4134 -5.1847  -0.240
O 2.4177 -1.6274 -4.6243  -0.004
C 3.5080 -2.2612 -5.1074  -0.529
C 4.0994 -1.8243 -6.4277  0.012
O 3.9457 -3.1928 -4.4937  0.110
H 1.5142 -1.1394 -7.1905  0.070
H 0.5673 0.2789 -6.7221  0.082
H 0.1715 -1.3211 -6.0696  0.086
H 2.7193 0.2706 -5.4324  0.118
H 1.3455 0.0427 -4.3778  0.085
H 3.6907 -2.4580 -7.2138  0.096
H 5.1744 -1.9772 -6.3801  0.091
H 3.9160 -0.7837 -6.6820  0.068
C 0.8018 7.4745 -7.2510  -0.062
C -0.6608 7.1180 -7.0915  -0.232
O -0.9715 5.8433 -7.6672  -0.006
C -0.7969 4.6811 -7.0106  -0.519
C -0.0409 4.6550 -5.7042  0.014
O -1.2094 3.6740 -7.5215  0.099
H 1.4479 6.7711 -6.7253  0.068
H 0.9917 8.4734 -6.8583  0.083
H 1.0794 7.4541 -8.3047  0.085
H -0.9846 7.1570 -6.0506  0.114
H -1.2797 7.8248 -7.6411  0.125
H 0.9976 4.3995 -5.9135  0.105
H -0.4803 3.8839 -5.0864  0.066
H -0.0720 5.5891 -5.1498  0.074
C -4.3219 2.6378 5.3209  -0.064
C -3.3554 3.5220 6.0817  -0.242
O -2.8464 2.8831 7.2540  -0.004
C -1.7880 2.0421 7.2288  -0.520
C -1.2445 1.5650 5.9028  0.009
O -1.3456 1.6537 8.2735  0.109
H -3.8352 1.7347 4.9522  0.067
H -4.7376 3.1760 4.4685  0.081
H -5.1391 2.3296 5.9728  0.083
H -2.5386 3.8756 5.4506  0.111
H -3.8727 4.4056 6.4524  0.121
H -1.6930 0.6036 5.6643  0.085
H -0.1727 1.4256 6.0082  0.084
H -1.4143 2.2520 5.0768  0.071
C -4.1780 3.4438 -9.2573  -0.060
C -4.4925 4.5737 -8.3033  -0.234
O -5.4901 5.4673 -8.8159  0.001
C -6.8111 5.2380 -8.6950  -0.533
C -7.2938 3.8895 -8.2094  0.009
O -7.5786 6.0984 -9.0278  0.102
H -5.0432 2.8038 -9.4367  0.068
H -3.3710 2.8353 -8.8512  0.069
H -3.8623 3.8453 -10.2202  0.087
H -4.7784 4.2098 -7.3149  0.114
H -3.6076 5.1927 -8.1687  0.107
H -7.5194 3.2725 -9.0782  0.095
H -8.2093 4.0447 -7.6444  0.089
H -6.5885 3.3602 -7.5746  0.066
C -5.0747 -6.9456 -3.1400  -0.067
C -5.8007 -6.7794 -1.8209  -0.244
O -5.0473 -7.2918 -0.7213  -0.005
C -4.0953 -6.5688 -0.0888  -0.519
C -3.6278 -5.2571 -0.6694  0.006
O -3.6062 -7.0295 0.9065  0.101
H -4.1423 -6.3814 -3.1581  0.067
H -5.7008 -6.6013 -3.9638  0.080
H -4.8290 -7.9950 -3.3019  0.083
H -6.0903 -5.7433 -1.6396  0.111
H -6.7174 -7.3674 -1.8252  0.121
H -2.7302 -5.4378 -1.2604  0.101
H -3.3803 -4.5917 0.1514  0.052
H -4.3663 -4.7561 -1.2918  0.072
C 6.8126 -0.2190 8.7835  -0.063
C 5.4882 -0.9124 9.0268  -0.235
O 5.1985 -1.8899 8.0233  -0.012
C 5.6673 -3.1534 8.0651  -0.528
C 6.7421 -3.5182 9.0631  0.013
O 5.2557 -3.9446 7.2629  0.104
H 7.6486 -0.9169 8.8322  0.068
H 6.9735 0.5609 9.5281  0.082
H 6.8204 0.2360 7.7929  0.081
H 5.4297 -1.3549 10.0221  0.114
H 4.6737 -0.1938 8.9527  0.124
H 7.7101 -3.4380 8.5699  0.097
H 6.5870 -4.5519 9.3604  0.092
H 6.7505 -2.9055 9.9606  0.068

Forces on the atoms, in the same order (eV/Å):
C 0.2 -0.2 0.3
C -0.2 0.0 0.2
C 0.0 -0.1 -0.2
C 0.1 0.0 0.1
C 0.0 -0.1 0.0
O 0.4 0.3 0.1
C 0.1 0.2 0.2
C -0.1 -0.1 -0.1
C -0.3 0.1 0.2
C 0.2 -0.3 -0.1
O 0.2 0.1 0.0
C -0.2 0.1 0.1
F 0.0 0.2 0.2
F 0.2 -0.3 0.1
F -0.2 -0.1 -0.1
C 0.1 0.1 -0.2
I 0.0 -0.1 0.0
C -0.2 -0.1 0.3
C 0.3 0.5 -0.2
C -0.3 -0.3 0.0
C 0.3 0.0 -0.8
C -0.2 0.2 -0.1
C 0.5 0.1 0.9
C 0.1 -0.1 -0.1
C 0.0 -0.2 0.1
O -0.1 0.0 0.0
H 0.0 0.0 0.0
H 0.0 0.1 -0.1
H -0.1 0.1 -0.1
H 0.0 0.1 -0.1
H 0.1 0.0 -0.1
H -0.2 0.0 0.1
H -0.1 0.0 0.0
H 0.0 0.0 -0.1
H 0.1 0.2 0.1
H -0.1 0.0 0.1
H 0.0 -0.1 0.0
H 0.0 0.0 0.0
H 0.2 -0.1 0.1
H -0.3 -0.1 0.2
H 0.0 -0.1 0.0
H 0.1 -0.1 0.0
H 0.2 0.1 0.2
H -0.1 -0.1 -0.2
H -0.1 0.1 -0.1
H 0.0 -0.1 -0.1
C 0.0 -0.1 0.0
C 0.0 0.0 -0.2
O 0.0 0.0 0.2
C 0.0 -0.1 -0.1
C 0.1 0.2 0.1
O 0.0 0.0 0.0
H 0.0 0.1 0.0
H 0.0 0.0 0.0
H 0.0 0.0 0.0
H 0.0 0.0 0.0
H 0.0 0.0 0.1
H 0.0 0.0 0.0
H 0.0 -0.1 0.0
H -0.1 0.0 0.0
C 0.0 -0.1 0.0
C 0.1 0.2 0.0
O -0.2 0.0 0.0
C 0.2 -0.1 0.0
C -0.3 0.3 0.0
O -0.1 0.0 0.0
H 0.0 0.0 0.1
H 0.0 0.0 0.0
H 0.0 0.0 0.0
H 0.0 0.0 0.0
H 0.0 -0.1 0.0
H 0.0 0.0 0.0
H 0.0 -0.1 -0.1
H 0.1 0.0 0.0
C 0.0 -0.1 0.0
C -0.1 0.0 -0.1
O 0.0 0.1 0.1
C 0.0 -0.2 -0.1
C 0.1 0.4 0.0
O 0.0 0.0 0.0
H 0.0 0.0 0.0
H 0.0 0.0 0.0
H 0.0 0.0 0.0
H 0.0 0.0 0.0
H 0.0 0.0 0.1
H 0.0 0.0 0.0
H 0.0 -0.2 0.1
H -0.1 -0.1 0.0
C -0.1 -0.1 -0.1
C 0.1 -0.1 0.0
O 0.0 0.1 0.1
C 0.0 -0.1 -0.1
C 0.1 0.0 0.3
O 0.0 0.0 0.0
H 0.0 0.0 0.1
H 0.0 0.0 0.0
H 0.1 0.0 0.0
H 0.0 0.0 0.0
H 0.0 0.0 0.0
H 0.0 0.0 0.0
H -0.1 0.0 -0.1
H 0.0 0.0 -0.1
C 0.1 0.0 0.0
C 0.0 0.0 -0.2
O -0.1 0.0 0.1
C 0.2 0.0 -0.1
C -0.5 0.1 0.1
O 0.0 0.0 0.0
H 0.0 0.0 0.0
H 0.0 0.0 0.0
H 0.0 0.0 0.0
H 0.0 0.0 0.0
H 0.0 0.0 0.0
H 0.0 0.0 0.0
H 0.1 -0.2 -0.1
H 0.1 -0.1 -0.1
C 0.0 -0.1 -0.1
C 0.1 0.1 0.1
O -0.2 0.0 -0.1
C 0.2 0.0 0.0
C -0.2 0.0 0.2
O -0.1 0.0 -0.1
H 0.0 0.0 0.1
H 0.0 0.0 0.0
H 0.0 0.0 0.0
H 0.0 0.0 0.0
H 0.0 0.0 0.0
H 0.0 0.0 0.0
H 0.0 0.0 -0.1
H 0.1 0.1 -0.1